(1)
The following is a quantum chemistry calculation of a single C27H40O2 molecule, from the Open Molecules 2025 dataset.

Geometry as ORCA input:
```
! wB97M-V def2-TZVPD RIJCOSX def2/J DEFGRID3
* xyz 0 1
C 6.01 3.20 0.80
C 6.56 1.96 0.16
C 7.29 2.22 -1.13
C 6.39 0.77 0.71
C 6.85 -0.55 0.16
C 5.83 -1.10 -0.86
C 4.49 -1.32 -0.22
C 4.39 -2.51 0.70
C 3.49 -0.48 -0.43
C 2.12 -0.55 0.16
C 1.06 -0.71 -0.94
C -0.33 -0.79 -0.36
C -0.96 0.53 -0.03
C -0.91 -1.97 -0.15
C -2.28 -2.19 0.42
C -3.36 -1.93 -0.64
C -4.77 -1.77 -0.05
C -5.20 -3.02 0.72
C -5.79 -1.45 -1.15
C -5.44 -0.15 -1.87
C -5.02 0.90 -0.89
C -4.92 2.23 -1.29
C -4.55 3.22 -0.39
O -4.47 4.51 -0.83
C -4.29 2.87 0.93
C -4.37 1.56 1.35
C -4.09 1.17 2.78
C -4.72 0.56 0.43
O -4.77 -0.71 0.91
H 6.82 3.88 1.07
H 5.36 3.73 0.11
H 5.45 2.97 1.70
H 7.98 3.05 -1.01
H 6.58 2.48 -1.91
H 7.85 1.35 -1.46
H 5.82 0.70 1.63
H 6.96 -1.26 0.97
H 7.82 -0.45 -0.33
H 6.21 -2.04 -1.26
H 5.74 -0.39 -1.68
H 4.31 -2.19 1.74
H 3.52 -3.11 0.46
H 5.27 -3.14 0.61
H 3.64 0.36 -1.10
H 1.92 0.37 0.72
H 2.03 -1.39 0.85
H 1.28 -1.61 -1.51
H 1.12 0.15 -1.62
H -1.80 0.43 0.64
H -0.23 1.20 0.42
H -1.32 1.01 -0.95
H -0.38 -2.86 -0.44
H -2.46 -1.52 1.26
H -2.36 -3.21 0.78
H -3.09 -1.01 -1.16
H -3.37 -2.74 -1.37
H -5.12 -3.90 0.08
H -6.23 -2.92 1.05
H -4.58 -3.15 1.60
H -5.85 -2.28 -1.85
H -6.77 -1.34 -0.67
H -6.31 0.21 -2.43
H -4.64 -0.32 -2.60
H -5.14 2.51 -2.30
H -4.21 5.08 -0.10
H -4.01 3.64 1.64
H -3.30 0.42 2.82
H -4.98 0.73 3.22
H -3.79 2.03 3.36
*
```

Its frontier orbital gap is 0.3117 Eh. As for the structure (SMILES): CC(C)=CCC/C(C)=C/CC/C(C)=C/CC[C@]1(C)CCc2cc(O)cc(C)c2O1. Its energy above the lowest of the compared OMol25 structures with the same formula, charge and spin is 0.0997 eV.

(2)
The following is a quantum chemistry calculation of 3 unconnected molecules or ions with the total composition C2H10N2O2, from the Open Molecules 2025 dataset.

Geometry as ORCA input:
```
! wB97M-V def2-TZVPD RIJCOSX def2/J DEFGRID3
* xyz 0 1
N 2.02 0.79 -0.57
C 0.64 0.95 -0.26
C -0.27 0.48 -1.16
N -1.68 0.51 -1.12
H 2.55 0.00 -0.15
H 2.68 1.49 -0.22
H 0.55 1.48 0.60
H 0.12 0.07 -2.06
H -2.12 1.24 -0.56
H -2.01 0.38 -2.04
O 0.92 -0.60 2.60
H 0.56 -0.51 1.65
H 0.03 -0.85 3.07
O -1.15 -2.12 0.34
H -1.93 -1.50 0.48
H -0.90 -1.81 -0.59
*
```

Its frontier orbital gap is 0.3277 Eh. As for the structure (SMILES): N/C=C/N.O.O. Its energy above the lowest of the compared OMol25 structures with the same formula, charge and spin is 1.6322 eV.

(3)
The following is a quantum chemistry calculation of a molecular structure, C28H58NO18S2, from the Open Molecules 2025 dataset.

Geometry as ORCA input:
```
! wB97M-V def2-TZVPD RIJCOSX def2/J DEFGRID3
* xyz -1 1
C -4.05 2.74 -1.16
C -3.68 1.37 -0.52
C -2.74 1.47 0.70
S -1.14 2.29 0.37
O -1.04 2.84 -1.01
O -1.00 3.35 1.41
N 0.13 1.20 0.60
S 0.23 0.28 -0.81
O 1.00 -0.98 -0.53
O -1.13 -0.09 -1.32
C 1.17 1.18 -2.12
O 2.25 0.42 -2.64
O 3.45 0.82 -2.03
H -5.09 2.76 -1.51
H -3.41 2.86 -2.05
H -3.83 3.60 -0.50
H -4.62 0.93 -0.14
H -3.33 0.69 -1.31
H -3.27 1.93 1.54
H -2.51 0.44 1.01
H 0.48 1.35 -2.96
H 1.54 2.12 -1.71
H 3.55 0.30 -1.22
O 6.36 6.37 -5.66
C 5.89 5.64 -4.84
O 6.03 4.32 -4.97
C 5.66 3.38 -3.95
C 4.19 3.03 -4.02
C 5.07 6.18 -3.69
H 5.96 3.74 -2.97
H 6.25 2.48 -4.15
H 3.56 3.90 -3.84
H 3.95 2.26 -3.27
H 3.93 2.64 -5.01
H 4.05 6.36 -4.03
H 5.51 7.13 -3.38
H 5.05 5.54 -2.82
O -4.40 5.94 0.61
C -3.54 6.77 0.57
O -2.49 6.57 -0.24
C -1.48 7.55 -0.50
C -0.41 7.52 0.57
C -3.56 7.98 1.47
H -1.93 8.54 -0.63
H -1.05 7.27 -1.46
H -0.81 7.77 1.55
H 0.38 8.24 0.33
H 0.02 6.53 0.64
H -3.17 7.71 2.44
H -4.59 8.31 1.57
H -3.01 8.83 1.08
O 4.11 -6.92 1.40
C 3.80 -5.95 0.76
O 2.78 -5.18 1.18
C 2.45 -3.90 0.59
C 1.57 -4.06 -0.62
C 4.47 -5.62 -0.54
H 3.36 -3.33 0.38
H 1.91 -3.36 1.36
H 2.07 -4.62 -1.42
H 1.29 -3.08 -1.02
H 0.67 -4.61 -0.37
H 4.02 -6.22 -1.33
H 5.52 -5.89 -0.46
H 4.43 -4.57 -0.81
O -2.65 -8.83 1.87
C -1.46 -8.61 1.92
O -0.75 -9.09 2.94
C 0.69 -9.04 2.99
C 1.17 -7.71 3.53
C -0.79 -7.74 0.89
H 1.11 -9.29 2.02
H 0.99 -9.84 3.67
H 0.88 -6.88 2.88
H 2.26 -7.71 3.61
H 0.74 -7.52 4.51
H -0.93 -6.70 1.17
H -1.25 -7.93 -0.07
H 0.28 -7.94 0.78
O 1.90 -11.00 0.96
C 1.64 -12.13 1.26
O 2.48 -12.81 2.05
C 2.18 -14.09 2.60
C 2.50 -15.21 1.63
C 0.42 -12.82 0.70
H 1.15 -14.13 2.96
H 2.81 -14.19 3.48
H 1.89 -15.14 0.72
H 2.32 -16.18 2.08
H 3.54 -15.15 1.32
H 0.66 -13.20 -0.30
H -0.38 -12.09 0.62
H 0.05 -13.64 1.32
O -4.66 10.50 2.81
C -5.22 11.31 2.12
O -5.68 10.93 0.92
C -6.51 11.75 0.10
C -5.70 12.73 -0.73
C -5.36 12.74 2.56
H -7.28 12.25 0.70
H -7.04 11.06 -0.57
H -5.14 13.42 -0.10
H -6.35 13.30 -1.39
H -4.97 12.19 -1.33
H -4.44 13.27 2.32
H -5.52 12.75 3.64
H -6.21 13.26 2.11
*
```

Its frontier orbital gap is 0.2909 Eh. Its energy above the lowest of the compared OMol25 structures with the same formula, charge and spin is 1.6256 eV.

(4)
The following is a quantum chemistry calculation of a molecular structure, C24H19BrCoN3O3S5, from the Open Molecules 2025 dataset.

Geometry as ORCA input:
```
! wB97M-V def2-TZVPD RIJCOSX def2/J DEFGRID3
* xyz -1 4
Co -0.52 1.97 0.31
Br 2.91 -3.52 3.92
C 1.79 -2.11 3.25
C 0.50 -1.99 3.73
C -0.32 -1.00 3.20
C 0.12 -0.11 2.20
O -0.71 0.78 1.76
C 1.47 -0.24 1.73
C 2.02 0.57 0.72
N 1.36 1.53 0.05
C 1.95 2.22 -0.96
C 3.25 2.07 -1.46
C 3.70 2.89 -2.50
C 2.92 3.87 -3.07
C 1.59 4.05 -2.59
C 0.70 5.02 -3.09
C -0.57 5.11 -2.57
C -0.96 4.24 -1.55
N -0.13 3.33 -1.06
C 1.12 3.22 -1.55
C 2.28 -1.26 2.29
H 0.13 -2.65 4.51
H -1.33 -0.87 3.55
H 3.06 0.37 0.45
H 3.92 1.32 -1.07
H 4.71 2.75 -2.87
H 3.28 4.49 -3.88
H 1.02 5.68 -3.88
H -1.28 5.84 -2.93
H -1.95 4.26 -1.12
H 3.30 -1.37 1.93
S -7.84 2.05 0.66
C -6.20 2.09 0.51
S -5.33 1.22 -0.70
C -3.70 1.71 -0.26
C -3.63 2.60 0.83
S -2.23 3.27 1.45
S -5.17 3.01 1.54
S -2.40 1.14 -1.13
O -1.85 -1.99 0.11
C -0.59 -1.95 -0.31
O -0.14 -1.05 -0.98
C 0.26 -3.15 0.09
N -0.42 -3.94 1.13
C -0.14 -5.35 0.88
C -0.20 -5.43 -0.64
C 0.47 -4.12 -1.09
H 1.21 -2.74 0.44
H -1.89 -2.80 0.67
H -0.14 -3.63 2.05
H -0.88 -5.98 1.37
H 0.86 -5.64 1.23
H -1.24 -5.47 -0.97
H 0.31 -6.31 -1.03
H 0.04 -3.73 -2.01
H 1.53 -4.27 -1.26
*
```

Its frontier orbital gap (spin up / spin down) is 0.1773 / 0.2183 Eh. As for the expectation value of S²: 3.86.

Number 1: energy -32742.874 eV. Number 2: energy -9309.937 eV. Number 3: energy -89990.005 eV. Number 4: energy -197658.927 eV.